Entry 1:
{"formula": "C4H8", "method": "ωB97M-V/def2-TZVPD", "elements": ["C", "C", "C", "C", "H", "H", "H", "H", "H", "H", "H", "H"], "positions_angstrom": [[-1.05668, -1.08402, -0.26953], [-0.60501, 0.35008, -0.36750], [0.85430, 0.55062, -0.24373], [1.48704, 0.92722, 0.88529], [-1.23661, -1.40439, 0.90660], [-0.23191, -1.83550, -0.78047], [-2.03951, -1.22874, -0.80106], [-0.85477, 0.53649, -1.48595], [-1.22201, 1.04800, 0.32823], [1.33571, 0.24059, -1.17752], [0.98028, 0.95848, 2.07790], [2.58917, 0.94119, 0.92774]], "total_charge": 0, "gap_ev": 10.7, "lumo_ev": 1.17, "de_lowest_kj_mol": 168.12, "energy_ev": -4275.45082, "smiles": "C=CCC", "multiplicity": 1}

=====

Entry 2:
{"formula": "C4H8", "method": "ωB97M-V/def2-TZVPD", "elements": ["C", "C", "C", "C", "H", "H", "H", "H", "H", "H", "H", "H"], "positions_angstrom": [[-1.45453, -0.46163, 0.66154], [-0.44819, 0.54158, 0.09221], [0.69045, -0.18355, -0.60921], [1.93735, 0.24275, -0.61211], [-1.28134, -1.48916, 0.36897], [-1.47899, -0.44054, 1.75257], [-2.49355, -0.19280, 0.45267], [-0.00594, 1.10614, 0.90483], [-0.96041, 1.09941, -0.68783], [0.39113, -1.03981, -1.19809], [2.77631, -0.21579, -1.14161], [2.32771, 1.03339, 0.01606]], "total_charge": 0, "gap_ev": 11.0, "lumo_ev": 1.32, "de_lowest_kj_mol": 46.49, "energy_ev": -4276.71143, "smiles": "C=CCC", "multiplicity": 1}

=====

Entry 3:
{"formula": "C4H8", "method": "ωB97M-V/def2-TZVPD", "elements": ["C", "C", "C", "C", "H", "H", "H", "H", "H", "H", "H", "H"], "positions_angstrom": [[0.49757, 1.22578, 0.01117], [0.13543, -0.25562, 0.03073], [-1.39136, -0.44724, -0.00422], [1.16800, -1.11523, -0.06075], [1.28112, 1.41743, -0.77867], [-0.39317, 1.91003, -0.50655], [0.73424, 1.67939, 1.08644], [-1.95731, 0.51287, -0.43122], [-1.62381, -1.37276, -0.63765], [-1.70914, -0.59927, 1.11423], [2.16035, -0.81118, 0.14742], [1.09808, -2.14419, 0.02907]], "total_charge": 0, "gap_ev": 10.4, "lumo_ev": 1.10, "de_lowest_kj_mol": 132.55, "energy_ev": -4275.81949, "smiles": "C=C(C)C", "multiplicity": 1}

=====

Entry 4:
{"formula": "C4H8AgO", "method": "ωB97M-V/def2-TZVPD", "elements": ["H", "C", "C", "C", "H", "H", "H", "H", "H", "C", "O", "Ag", "H", "H"], "positions_angstrom": [[-0.96452, 1.13030, -1.28241], [-1.89670, 1.12310, -0.42127], [-2.63332, -0.01157, 0.39672], [-1.95551, -0.67012, -0.67626], [-1.70810, 1.98598, 0.21971], [-2.49624, 1.15699, -1.33595], [-3.71896, 0.05271, 0.30485], [-2.23737, -0.13018, 1.40450], [-0.88882, -0.87184, -0.52278], [-2.44946, -1.13298, -2.01036], [-1.70883, -0.51586, -2.98899], [-0.12558, -0.68585, -4.20928], [-3.52167, -0.86433, -2.08450], [-2.41298, -2.24017, -1.87730]], "total_charge": 0, "gap_ev": [3.2, 7.5], "lumo_ev": [-1.13, -0.90], "s_squared": 0.76, "energy_ev": -10316.76139, "multiplicity": 2}

=====

Entry 5:
{"formula": "C4H8BN", "method": "ωB97M-V/def2-TZVPD", "elements": ["B", "C", "C", "C", "C", "N", "H", "H", "H", "H", "H", "H", "H", "H"], "positions_angstrom": [[-0.30174, -1.48179, 1.36156], [-0.29948, 0.04361, 1.13042], [0.76513, -0.01316, -1.87793], [-0.02516, 1.15882, 0.31576], [0.54484, 1.09468, -0.88904], [-1.20359, -0.29377, 1.95362], [0.48149, -1.91322, 2.26746], [-0.11064, -0.09241, -2.44997], [1.03359, -1.01901, -1.38112], [1.58672, 0.26616, -2.47400], [-0.92342, -2.01149, 0.44246], [-1.98150, 0.09876, 2.31072], [-0.19906, 2.10857, 0.70728], [0.63282, 2.05425, -1.41721]], "total_charge": 0, "gap_ev": 9.8, "lumo_ev": 0.25, "de_lowest_kj_mol": 300.17, "energy_ev": -6441.45797, "multiplicity": 1}

=====

Entry 6:
{"formula": "C4H8Br4ClNi", "method": "ωB97M-V/def2-TZVPD", "elements": ["Ni", "Cl", "Br", "C", "C", "Br", "H", "H", "H", "H", "Br", "C", "C", "Br", "H", "H", "H", "H"], "positions_angstrom": [[2.38636, -1.58586, 2.09088], [1.00719, -0.68885, 1.39437], [-0.33320, 2.99315, 1.66951], [-0.00399, 1.53401, 0.31704], [1.48226, 1.55926, -0.12797], [1.99146, 3.22991, -1.03060], [-0.70547, 1.73699, -0.49218], [-0.41702, 0.63681, 0.77807], [1.64796, 0.78964, -0.88183], [2.15696, 1.36642, 0.70611], [-1.09479, -3.54517, -1.22650], [-1.15921, -2.00734, 0.06202], [-1.24559, -0.74450, -0.85060], [0.24765, -0.56733, -2.12580], [-0.44270, -2.03456, 0.88296], [-2.12234, -2.10396, 0.56316], [-1.23605, 0.18668, -0.28411], [-2.15951, -0.75522, -1.44451]], "total_charge": 1, "gap_ev": [5.8, 4.0], "lumo_ev": [-6.94, -8.72], "s_squared": 2.01, "de_lowest_kj_mol": 316.70, "energy_ev": -338000.04949, "multiplicity": 3}

=====

Entry 7:
{"formula": "C4H8BrF", "method": "ωB97M-V/def2-TZVPD", "elements": ["C", "C", "C", "C", "F", "Br", "H", "H", "H", "H", "H", "H", "H", "H"], "positions_angstrom": [[0.88386, 0.70987, 0.43779], [-0.30343, -1.08164, -0.88695], [-0.31763, -0.21190, 0.35454], [-1.70594, 0.72792, 0.36010], [-1.76497, 1.44213, -0.78294], [-3.29340, -0.38101, 0.49946], [0.95204, 1.33010, -0.45334], [0.82925, 1.35519, 1.31220], [1.78914, 0.11138, 0.51248], [-0.26401, -0.46252, -1.78597], [-1.19109, -1.71399, -0.93397], [0.57425, -1.72889, -0.86495], [-0.40055, -0.82445, 1.25629], [-1.69781, 1.42319, 1.20425]], "total_charge": 0, "gap_ev": 11.2, "lumo_ev": 0.96, "de_lowest_kj_mol": 0.00, "energy_ev": -77037.70742, "smiles": "CC(C)[C@@H](F)Br", "multiplicity": 1}

=====

Entry 8:
{"formula": "C4H8BrF", "method": "ωB97M-V/def2-TZVPD", "elements": ["C", "C", "C", "C", "F", "Br", "H", "H", "H", "H", "H", "H", "H", "H"], "positions_angstrom": [[0.87792, 0.12594, 0.58186], [-0.29658, -0.76312, -1.50045], [-1.55354, 0.50178, 0.41133], [-0.47274, -0.45614, 0.03357], [-0.76769, -1.65782, 0.64151], [-3.23839, -0.14856, 0.22542], [1.68959, -0.57536, 0.73578], [0.58817, 0.59540, 1.43099], [1.36864, 0.74375, -0.07512], [-0.94079, -0.07062, -2.21231], [0.73680, -0.85107, -1.71063], [-0.76836, -1.76720, -1.52621], [-1.23848, 1.43614, 0.73901], [-1.63910, 0.14224, 2.84322]], "total_charge": 0, "gap_ev": [9.9, 7.9], "lumo_ev": [-0.25, -0.47], "de_lowest_kj_mol": 495.11, "energy_ev": -77032.57601, "multiplicity": 1}

=====

Entry 9:
{"formula": "C4H8BrFN", "method": "ωB97M-V/def2-TZVPD", "elements": ["C", "C", "C", "C", "N", "F", "Br", "H", "H", "H", "H", "H", "H", "H", "H"], "positions_angstrom": [[1.36416, -0.14499, -0.91195], [-0.52856, -0.42092, 0.39592], [-0.15924, -0.25446, -1.08448], [1.43226, 0.40133, 0.40024], [-1.61897, 0.39446, 0.95991], [-0.64615, -1.32265, -1.80704], [2.44319, -0.25583, 1.82207], [1.77595, -1.12327, -1.07586], [1.90244, 0.42810, -1.81327], [-0.55583, -1.42174, 0.66139], [-0.67210, 0.53944, -1.60336], [1.00284, 1.46557, 0.68096], [-1.70268, 0.21099, 1.94047], [-2.50309, 0.06020, 0.47282], [-1.53421, 1.44377, 0.96217]], "total_charge": 1, "gap_ev": 9.2, "lumo_ev": -3.97, "de_lowest_kj_mol": 174.07, "energy_ev": -78517.56937, "multiplicity": 1}

=====

Entry 10:
{"formula": "C4H8BrN2O", "method": "ωB97M-V/def2-TZVPD", "elements": ["C", "C", "C", "C", "N", "N", "O", "Br", "H", "H", "H", "H", "H", "H", "H", "H"], "positions_angstrom": [[-1.67276, -0.74299, 0.07899], [0.41537, 0.52854, 1.31805], [-1.10394, 0.26836, -0.81242], [-0.23307, -0.12528, -1.94450], [-1.33466, -1.07423, 1.24675], [1.84161, 0.12120, 1.12570], [-0.29790, -0.48118, 1.90775], [-1.88249, 1.97987, -0.85212], [-2.49246, -1.34199, -0.30298], [0.30425, 1.50482, 1.76963], [-0.85076, -0.27361, -2.83572], [0.29014, -1.05859, -1.74509], [0.48001, 0.65971, -2.19061], [1.86329, -0.83159, 0.73271], [2.35725, 0.10136, 2.02177], [2.31610, 0.76560, 0.48210]], "total_charge": 1, "gap_ev": [7.4, 8.7], "lumo_ev": [-5.08, -4.62], "de_lowest_kj_mol": 361.85, "energy_ev": -79335.86567, "multiplicity": 1}